# 1
35
Properties=species:S:1:pos:R:3 method="wB97M-V/def2-TZVPD" total_charge=+2 gap_ev=7.99 lumo_energy_ev=-6.079 energy_ha=-607.67696 spin_multiplicity=1 homo_ev=-14.07
C 10.047 0.150 -1.193
C -4.595 3.154 -0.573
C -6.592 1.595 -0.030
C 0.501 -2.444 -0.119
C -2.010 -3.083 0.015
C -5.115 1.668 -0.584
C -0.877 -2.158 0.536
N 10.549 0.731 -0.198
N -3.209 0.241 0.126
N -4.246 0.910 0.468
N -1.197 -0.796 0.234
N 10.374 0.458 1.097
N -2.341 -0.308 0.856
H 9.345 -0.624 -0.917
H 10.071 0.539 -2.176
H -4.680 3.570 0.471
H -3.616 3.232 -0.832
H -5.232 3.591 -1.389
H -6.909 2.622 -0.241
H -6.783 1.449 1.050
H -7.157 0.855 -0.528
H 0.295 -2.929 -1.095
H 0.861 -1.432 -0.576
H 1.279 -2.862 0.520
H -3.025 -2.634 0.141
H -1.822 -4.080 0.673
H -2.017 -3.387 -1.054
H -4.858 1.224 -1.486
H -0.795 -2.214 1.576
H 11.156 1.639 -0.407
H -4.387 1.301 1.394
H -1.082 -0.551 -0.804
H 10.602 1.090 1.766
H 9.631 -0.241 1.325
H -2.164 -0.275 1.951

# 2
81
Properties=species:S:1:pos:R:3 method="wB97M-V/def2-TZVPD" total_charge=+2 gap_ev="7.42 / 5.83" lumo_energy_ev="-5.925 / -7.991" energy_ha=-3087.19049 spin_multiplicity=5 homo_ev="-13.35 / -13.82"
Os -12.303 -5.427 13.128
C -16.336 -6.508 13.464
Si -15.670 -5.210 12.295
C -16.628 -5.050 10.695
C -15.787 -3.623 13.192
C -13.821 -5.541 11.859
Si -13.719 -7.503 11.321
C -12.052 -7.712 10.666
C -13.973 -8.834 12.599
C -14.893 -8.020 10.016
Si -13.255 -4.495 10.377
C -13.887 -2.727 10.502
C -13.756 -5.072 8.657
C -11.293 -4.474 10.480
C -10.449 -4.252 9.405
C -9.072 -4.388 9.438
C -8.574 -4.810 10.637
C -9.486 -5.182 11.679
N -10.776 -5.000 11.634
H -15.645 -6.971 14.157
H -16.790 -7.301 12.857
H -17.162 -6.172 14.071
H -17.668 -4.857 11.047
H -16.721 -5.775 9.894
H -16.251 -4.124 10.130
H -15.488 -2.710 12.713
H -15.077 -3.618 14.011
H -16.804 -3.567 13.557
H -11.256 -8.030 11.317
H -11.575 -6.916 10.055
H -12.186 -8.532 10.020
H -13.607 -8.706 13.619
H -13.707 -9.798 12.216
H -15.089 -8.825 12.675
H -14.795 -7.488 9.035
H -15.888 -7.922 10.224
H -14.748 -9.107 9.876
H -14.997 -2.872 10.367
H -13.468 -2.017 9.798
H -13.678 -2.334 11.493
H -13.844 -4.139 8.066
H -14.812 -5.431 8.832
H -13.133 -5.801 8.228
H -10.920 -4.026 8.432
H -8.424 -4.206 8.553
H -7.543 -5.240 10.767
H -8.990 -5.642 12.522
C -14.299 -4.321 23.486
C -14.125 -4.361 22.021
O -13.981 -5.333 21.304
S -14.097 -2.685 21.369
C -13.907 -2.953 19.629
C -14.892 -3.724 18.981
C -14.570 -4.243 17.757
C -13.372 -3.894 17.127
C -12.444 -3.083 17.738
C -12.703 -2.579 18.980
C -13.254 -4.431 15.893
C -13.076 -4.936 14.760
H -13.414 -4.877 23.847
H -15.295 -4.883 23.716
H -14.329 -3.309 23.864
H -15.786 -4.030 19.447
H -15.172 -4.901 17.226
H -11.541 -2.876 17.237
H -11.937 -2.060 19.521
S -11.049 -7.359 14.019
C -11.142 -7.312 15.748
N -12.128 -7.808 16.494
C -12.473 -7.459 17.856
C -11.490 -6.505 18.524
C -10.088 -6.732 17.911
N -10.162 -6.680 16.429
H -12.849 -8.326 15.889
H -12.628 -8.325 18.455
H -13.399 -6.948 17.788
H -11.386 -6.536 19.636
H -11.871 -5.509 18.300
H -9.594 -7.596 18.284
H -9.427 -5.908 18.163
H -9.417 -6.326 15.860

# 3
97
Properties=species:S:1:pos:R:3 method="wB97M-V/def2-TZVPD" total_charge=-1 gap_ev=6.55 lumo_energy_ev=2.007 energy_ha=-6216.77846 spin_multiplicity=1 homo_ev=-4.54
Na -0.161 0.625 0.077
O -2.118 5.745 -2.436
C -2.349 5.656 -1.088
C -3.158 6.607 -0.472
C -3.367 6.583 0.899
C -2.751 5.604 1.663
C -1.950 4.656 1.032
C -1.739 4.639 -0.344
C -0.794 3.551 -0.922
O -0.584 2.521 -0.094
N -1.319 3.100 -2.275
N -2.099 2.026 -2.432
C -2.823 1.650 -1.439
C -3.753 0.514 -1.549
Br -3.224 -0.908 -2.720
C -4.855 0.323 -0.825
C -5.476 1.286 0.111
C -5.245 2.667 0.090
C -5.872 3.507 0.999
C -6.752 2.996 1.944
C -7.007 1.630 1.966
C -6.378 0.790 1.058
H -2.643 6.475 -2.778
H -3.618 7.382 -1.079
H -3.999 7.333 1.360
H -2.896 5.569 2.735
H -1.475 3.871 1.603
H 0.136 4.078 -1.207
H -0.657 3.170 -3.028
H -2.769 2.128 -0.470
H -5.339 -0.644 -0.892
H -4.587 3.091 -0.654
H -5.669 4.570 0.965
H -7.242 3.658 2.649
H -7.694 1.216 2.697
H -6.576 -0.277 1.082
F 3.959 -1.068 -4.709
C 3.557 -1.499 -3.506
C 2.575 -0.836 -2.809
F 2.018 0.260 -3.339
C 2.178 -1.291 -1.563
F 1.203 -0.543 -0.992
C 2.716 -2.410 -0.927
S 2.256 -2.983 0.648
C 3.712 -3.045 -1.684
F 4.316 -4.136 -1.203
C 4.124 -2.615 -2.930
F 5.083 -3.276 -3.595
C -0.814 1.316 3.288
C 0.605 1.055 3.807
C 0.607 -0.224 4.646
P 1.775 0.928 2.360
C 3.309 0.282 3.172
C 4.427 0.106 2.140
C 3.824 0.980 4.434
C 2.026 2.734 1.954
C 2.727 2.894 0.597
C 2.653 3.673 2.985
H -1.469 1.652 4.099
H -1.240 0.392 2.882
H -0.847 2.067 2.494
H 0.908 1.897 4.433
H 0.396 -1.093 4.011
H -0.180 -0.171 5.406
H 1.554 -0.402 5.158
H 2.985 -0.726 3.445
H 4.756 1.070 1.743
H 4.096 -0.527 1.310
H 5.295 -0.373 2.605
H 4.444 1.839 4.182
H 4.449 0.285 5.005
H 3.028 1.326 5.095
H 0.990 3.045 1.781
H 3.794 2.666 0.664
H 2.631 3.926 0.243
H 2.288 2.246 -0.164
H 3.734 3.526 3.052
H 2.232 3.555 3.987
H 2.486 4.713 2.680
N -0.635 -3.579 2.079
C -1.819 -2.974 2.167
S -2.264 -1.683 1.195
N -2.691 -3.423 3.129
C -2.710 -4.622 3.868
C -2.088 -5.800 3.451
C -2.186 -6.947 4.230
C -2.906 -6.951 5.414
C -3.543 -5.782 5.816
C -3.443 -4.631 5.056
H 0.090 -3.120 1.519
H -0.305 -4.148 2.842
H -3.479 -2.808 3.240
H -1.566 -5.839 2.505
H -1.700 -7.853 3.890
H -2.978 -7.850 6.012
H -4.117 -5.765 6.734
H -3.931 -3.716 5.381

# 4
22
Properties=species:S:1:pos:R:3 method="wB97M-V/def2-TZVPD" total_charge=-1 gap_ev="7.99 / 6.24" lumo_energy_ev="4.079 / 2.487" energy_ha=-420.56023 spin_multiplicity=2 homo_ev="-3.91 / -3.76"
C 0.503 1.723 0.264
N 0.494 2.297 1.665
C 0.303 0.383 -0.317
C 1.112 0.445 -1.695
N -1.033 0.194 -0.518
C -1.669 -1.144 0.126
O -1.409 -2.076 -0.801
H -0.262 2.332 -0.213
H 1.500 2.107 -0.052
H 1.413 1.964 2.130
H -0.108 1.264 1.546
H 0.616 -0.497 0.309
H 0.903 -0.625 -1.994
H 2.129 0.753 -1.703
H 0.513 1.112 -2.259
H -1.538 0.815 0.124
H -1.093 -1.373 1.029
H -2.717 -0.891 0.363
H -1.030 0.167 2.017
H -0.111 -2.511 -0.273
H 0.691 -3.697 0.198
O 0.794 -2.743 0.057